Model A:
Here is a cluster of 2 separate species, C2HCl2O3 in total from the OMol25 dataset. Energies are from ωB97M-V with the def2-TZVPD basis set.

Results
HOMO: -3.0 eV
Lowest unoccupied orbital energy: 0.1332 Ha
Gap between HOMO and LUMO: 6.650 eV

The geometry in ORCA input format:
```
! RIJCOSX wB97M-V def2-TZVPD def2/J DEFGRID3
* xyz -1 1
C -2.2715 -1.2049 -0.3771
C 0.8175 -1.3676 -0.7517
O -2.5769 -0.6366 0.5704
O -2.2263 -1.8994 -1.2827
O -0.1393 -0.2834 -0.6672
Cl 2.4573 -0.6706 -0.4279
Cl 0.5206 -2.2569 0.8017
H -0.0428 -0.0244 0.2619
*
```

---

Model B:
Here is a cluster of 2 separate species, C2HCl2O3 in total from the OMol25 dataset. Energies are from ωB97M-V with the def2-TZVPD basis set.

Results
HOMO: -3.4 eV
Lowest unoccupied orbital energy: 0.1384 Ha
Gap between HOMO and LUMO: 7.160 eV

The geometry in ORCA input format:
```
! RIJCOSX wB97M-V def2-TZVPD def2/J DEFGRID3
* xyz -1 1
C 0.8527 0.9310 -0.8952
C -0.3719 -0.6322 0.2077
O 1.3294 0.4358 -1.8396
O 0.6204 1.8250 -0.1588
O -1.0110 -0.0174 1.2677
Cl 0.8718 -1.8092 0.8725
Cl -1.5615 -1.6465 -0.6854
H -0.7299 0.9134 1.2311
*
```

---

Preferred: model B; penalty for the next structure: 0.0258 hartree.

---

Model A:
Here is a cluster of 2 separate species, C2H8NO in total from the OMol25 dataset. Energies are from ωB97M-V with the def2-TZVPD basis set.

Results
HOMO: -16.1 eV
Lowest unoccupied orbital energy: -0.1832 Ha
Gap between HOMO and LUMO: 11.081 eV

The geometry in ORCA input format:
```
! RIJCOSX wB97M-V def2-TZVPD def2/J DEFGRID3
* xyz 1 1
O 1.5086 -1.5269 1.1259
H 0.6213 -0.3797 -0.4054
H 2.0237 -1.3483 1.9248
H 1.2912 -2.4564 1.2064
C -0.1076 1.5974 -0.2802
C -1.3055 -0.4739 -0.7703
N -0.2365 0.1597 -0.5159
H -1.0955 2.0473 -0.1992
H 0.4289 2.0239 -1.1248
H 0.3912 1.7737 0.6654
H -1.3281 -1.5524 -0.7140
H -2.1916 0.1358 -0.9128
*
```

---

Model B:
Here is a cluster of 2 separate species, C2H8NO in total from the OMol25 dataset. Energies are from ωB97M-V with the def2-TZVPD basis set.

Results
HOMO: -16.6 eV
Lowest unoccupied orbital energy: -0.2072 Ha
Gap between HOMO and LUMO: 10.949 eV

The geometry in ORCA input format:
```
! RIJCOSX wB97M-V def2-TZVPD def2/J DEFGRID3
* xyz 1 1
C 1.2092 -0.6826 1.0760
C -0.4250 -1.4086 -0.4466
N 0.3492 -0.4215 -0.1004
H 2.2856 -0.8346 0.7371
H 1.2020 0.2041 1.6956
H 0.9035 -1.5888 1.6326
H -0.1500 -2.3614 -0.1149
H -0.8415 -1.4771 -1.3932
H -0.0111 0.5183 -0.3714
H -1.8704 1.9284 -0.1229
H -1.0143 2.8955 -0.8262
O -0.9567 2.0266 -0.5387
*
```

---

Model C:
Here is a cluster of 2 separate species, C2H8NO in total from the OMol25 dataset. Energies are from ωB97M-V with the def2-TZVPD basis set.

Results
HOMO: -14.4 eV
Lowest unoccupied orbital energy: -0.1394 Ha
Gap between HOMO and LUMO: 10.618 eV

The geometry in ORCA input format:
```
! RIJCOSX wB97M-V def2-TZVPD def2/J DEFGRID3
* xyz 1 1
N 1.6716 -1.3672 -1.2803
H 0.7061 -1.0112 -1.2547
H 1.7670 -2.1634 -1.9111
H 2.2690 -0.5822 -1.5499
H 1.9684 -1.6311 -0.3369
O 0.3421 0.4171 0.0586
C -0.4882 0.8842 0.8206
C -1.9178 0.5010 0.8499
H -0.1311 1.4787 1.6616
H -2.5485 1.3179 1.2157
H -1.9815 -0.2506 1.6454
H -2.3930 0.1659 -0.0679
*
```

---

Preferred: model C; penalty for the next structure: 0.0149 hartree.

---

Model A:
Here is a cluster of 2 separate species, C2H8NO in total from the OMol25 dataset. Energies are from ωB97M-V with the def2-TZVPD basis set.

Results
HOMO: -15.6 eV
Lowest unoccupied orbital energy: -0.1278 Ha
Gap between HOMO and LUMO: 12.076 eV

The geometry in ORCA input format:
```
! RIJCOSX wB97M-V def2-TZVPD def2/J DEFGRID3
* xyz 1 1
C -0.6911 0.5660 0.6966
C -0.6862 0.1261 1.9368
N -0.6946 -0.4269 -0.4062
H -0.8489 1.5665 0.3271
H -0.8126 0.6819 2.8537
H -0.5978 -0.9413 2.1301
H 0.2390 -0.3094 -0.8608
H -0.7356 -1.4017 -0.0812
H -1.3585 -0.2660 -1.1658
H 2.3627 -0.5331 -1.4920
H 2.0994 0.9060 -2.0634
O 1.7242 0.0320 -1.8750
*
```

---

Model B:
Here is a cluster of 2 separate species, C2H8NO in total from the OMol25 dataset. Energies are from ωB97M-V with the def2-TZVPD basis set.

Results
HOMO: -15.1 eV
Lowest unoccupied orbital energy: -0.1403 Ha
Gap between HOMO and LUMO: 11.269 eV

The geometry in ORCA input format:
```
! RIJCOSX wB97M-V def2-TZVPD def2/J DEFGRID3
* xyz 1 1
N -1.4505 1.9023 0.3008
H -1.0922 2.3402 1.1442
H -1.2985 2.5760 -0.4412
H -2.3948 1.5605 0.4536
H -0.8244 0.9972 0.0485
O 0.2459 0.2850 -0.5839
C 1.0531 -0.5080 -0.1035
C 0.9315 -1.9678 -0.3181
H 2.0221 -0.1533 0.2737
H 1.6965 -2.3372 -0.9857
H 1.2094 -2.4115 0.6602
H -0.0982 -2.2833 -0.4486
*
```

---

Model C:
Here is a cluster of 2 separate species, C2H8NO in total from the OMol25 dataset. Energies are from ωB97M-V with the def2-TZVPD basis set.

Results
HOMO: -16.5 eV
Lowest unoccupied orbital energy: -0.1938 Ha
Gap between HOMO and LUMO: 11.210 eV

The geometry in ORCA input format:
```
! RIJCOSX wB97M-V def2-TZVPD def2/J DEFGRID3
* xyz 1 1
C -0.5243 -0.2007 1.1555
C -1.3151 1.1072 -0.6162
N -0.6432 0.0480 -0.3623
H 0.5387 -0.3236 1.4167
H -0.8668 0.6437 1.7366
H -0.7540 -1.2643 1.0891
H -2.1709 1.3765 -0.0206
H -1.0594 1.7498 -1.4424
H 0.1939 -0.3240 -0.8825
H 2.2974 -0.2224 -1.0217
H 2.4607 -1.6694 -0.5126
O 1.8431 -0.9209 -0.5397
*
```

---

Preferred: model B; penalty for the next structure: 0.0087 hartree.

---

Model A:
Here is an isolated molecule of C3H8N2S3 from the OMol25 dataset. Energies are from ωB97M-V with the def2-TZVPD basis set.

Results
HOMO: -8.1 eV
Lowest unoccupied orbital energy: 0.0240 Ha
Gap between HOMO and LUMO: 8.780 eV

The geometry in ORCA input format:
```
! RIJCOSX wB97M-V def2-TZVPD def2/J DEFGRID3
* xyz 0 1
C 1.7620 -2.7146 0.0979
S 1.7772 -0.9509 -0.2076
N 0.1391 -0.7138 0.1040
C -0.4218 0.3944 -0.1245
N -1.8280 0.5280 -0.1045
S -2.8260 -0.8155 0.0783
S 0.3705 1.9775 -0.5284
C 1.4627 2.2813 0.8600
H 2.8000 -3.0357 -0.1124
H 1.0473 -3.2374 -0.5675
H 1.5515 -2.8916 1.1468
H -2.1809 1.4376 0.2709
H -2.4860 -1.2674 1.3162
H 2.2651 1.5054 0.9555
H 1.9102 3.2897 0.7022
H 0.9508 2.3543 1.8151
*
```

---

Model B:
Here is an isolated molecule of C3H8N2S3 from the OMol25 dataset. Energies are from ωB97M-V with the def2-TZVPD basis set.

Results
HOMO: -8.6 eV
Lowest unoccupied orbital energy: 0.0239 Ha
Gap between HOMO and LUMO: 9.254 eV

The geometry in ORCA input format:
```
! RIJCOSX wB97M-V def2-TZVPD def2/J DEFGRID3
* xyz 0 1
C -2.9586 -0.0586 0.2181
S -1.6811 1.1096 -0.3810
C -0.3533 0.4466 0.7140
N 0.0899 -0.8063 0.1605
N 0.9643 -0.5427 -0.8964
C 1.9180 0.3548 -0.4808
S 3.2733 -0.5460 0.3305
S 1.1852 1.6004 0.5033
H -3.7106 0.0626 -0.5959
H -3.0403 0.4103 1.2524
H -2.5322 -1.1353 0.1560
H -0.5770 0.3164 1.7216
H 0.3961 -1.4506 0.8313
H 0.4103 -0.4215 -1.6936
H 2.1794 0.8115 -1.4512
H 4.4367 -0.1511 -0.3888
*
```

---

Preferred: model A; penalty for the next structure: 0.0518 hartree.